{
  "formula": "C7H10ClNO2",
  "method": "the ωB97M-V functional and the def2-TZVPD basis",
  "symbols": ["O", "C", "O", "C", "N", "C", "Cl", "C", "C", "C", "C", "H", "H", "H", "H", "H", "H", "H", "H", "H", "H"],
  "xyz": [[-3.244741, -0.342076, 0.308382], [-2.276163, -0.917788, -0.096860], [-2.001143, -2.259354, 0.010661], [-1.086193, -0.159255, -0.630704], [0.025332, -0.947612, -1.115763], [1.080532, -0.578185, -0.133545], [2.457265, -2.058624, 0.117703], [1.707294, 0.835887, -0.409389], [0.511827, 1.733206, 0.103731], [-0.554945, 0.714749, 0.589169], [0.357417, -0.371190, 1.172492], [-1.101672, -2.358003, -0.261782], [-1.371399, 0.643161, -1.351948], [0.151393, -1.012044, -2.104430], [2.040757, 1.137042, -1.440153], [2.726496, 1.018060, 0.202284], [0.757359, 2.411338, 0.992175], [0.120820, 2.411649, -0.694400], [-1.249167, 1.299092, 1.267672], [0.991709, 0.037022, 1.819012], [-0.042787, -1.237070, 1.655699]],
  "forces_ev_per_a": [[-0.180, -0.857, -0.210], [0.812, -0.775, 0.099], [-2.525, 1.280, 0.704], [-1.148, 3.254, -0.494], [0.673, -0.110, 2.972], [2.082, -1.331, -1.403], [-1.778, 1.989, -0.597], [2.226, 0.762, 0.971], [0.084, 0.768, 0.117], [0.378, 0.007, 0.179], [-1.722, -0.496, -2.015], [1.446, -0.248, -0.736], [-0.404, -0.993, 0.083], [0.645, 0.409, -0.256], [-0.755, -0.947, 0.705], [-2.488, -0.653, -0.994], [0.005, -1.013, -1.239], [0.268, -0.592, 0.540], [0.207, -1.492, -1.022], [2.846, 1.659, 2.816], [-0.672, -0.619, -0.219]],
  "e_homo_ev": -9.86,
  "total_charge": 0,
  "gap_ha": 0.37982,
  "max_force_ev_per_a": 4.334,
  "de_lowest_kcal_mol": 0.00
}